A molecular structure, C4H7FN2O in a non-equilibrium geometry. Source: the Open Molecules 2025 dataset; level of theory: wB97M-V/def2-TZVPD.

XYZ file:
```
15
C4H7FN2O (wB97M-V/def2-TZVPD)
C 1.26 -0.94 0.18
C 0.85 0.53 0.06
C -0.32 1.05 -0.27
C -2.38 -0.46 -0.29
H 3.04 -0.75 0.46
H 0.53 -1.59 -0.20
H 1.06 -1.11 1.25
H -0.42 2.13 -0.23
H -1.64 0.42 -1.96
H -2.71 -1.38 -1.32
H -2.20 -0.02 1.82
N -1.60 0.45 -0.79
N -2.74 -0.53 1.01
O 2.49 -1.21 -0.41
F 1.82 1.28 0.42
```

Output
2S+1: 1

***

A single C4H7FN2O molecule in a non-equilibrium geometry. Source: the Open Molecules 2025 dataset; level of theory: wB97M-V/def2-TZVPD.

XYZ file:
```
15
C4H7FN2O (wB97M-V/def2-TZVPD)
H -1.54 0.18 -1.37
N -2.31 -0.37 -0.97
C -1.95 -0.87 0.12
N -0.75 -0.71 0.75
C 0.43 -0.21 0.15
C 1.61 -0.91 0.11
F 2.72 -0.33 -0.38
O 0.36 1.01 -0.39
C -0.34 2.02 0.43
H -2.68 -1.52 0.65
H -0.66 -1.25 1.60
H 1.78 -1.88 0.50
H -1.36 1.74 0.70
H -0.32 2.87 -0.17
H 0.28 2.14 1.35
```

Output
SMILES: [H]/N=C\N/C(=C/F)OC
2S+1: 1

***

A single C4H7FN2S molecule in a non-equilibrium geometry. Source: the Open Molecules 2025 dataset; level of theory: wB97M-V/def2-TZVPD.

XYZ file:
```
15
C4H7FN2S (wB97M-V/def2-TZVPD)
N -1.16 1.35 -0.83
C -0.95 0.73 0.40
C -1.41 -0.67 0.63
F -2.01 -1.36 -0.36
C 0.04 -0.42 0.57
C 0.78 -0.97 -0.58
N 2.02 -0.89 -0.80
S 2.97 0.04 0.20
H -2.04 1.83 -0.89
H -0.40 2.00 -1.04
H -0.98 1.36 1.28
H -1.83 -0.94 1.58
H 0.64 -0.28 1.46
H 0.15 -1.61 -1.24
H 4.17 -0.16 -0.40
```

Output
SMILES: N[C@H]1[C@@H](F)[C@H]1/C=N\S
2S+1: 1

***

3 unconnected molecules or ions with the total composition C4H7FO in a non-equilibrium geometry. Source: the Open Molecules 2025 dataset; level of theory: wB97M-V/def2-TZVPD.

XYZ file:
```
13
C4H7FO (wB97M-V/def2-TZVPD)
C -0.92 -1.03 0.51
C -0.36 -0.17 -0.61
C 1.01 0.12 -0.27
C 1.57 1.16 0.39
H -1.74 -1.84 -0.11
H -1.76 0.14 1.21
H 0.14 -1.72 1.26
H -0.47 -0.68 -1.55
H -2.03 0.68 -0.62
H 2.80 1.08 0.20
H 0.97 2.01 0.76
O -1.08 1.11 -0.59
F 1.86 -0.86 -0.58
```

Output
2S+1: 1

***

A single C4H7FO molecule in a non-equilibrium geometry. Source: the Open Molecules 2025 dataset; level of theory: wB97M-V/def2-TZVPD.

XYZ file:
```
13
C4H7FO (wB97M-V/def2-TZVPD)
C 1.48 0.90 -1.14
C 0.54 0.16 -0.07
O 0.71 -1.28 0.09
C -0.67 -0.82 -0.06
C -1.45 -0.65 1.36
F -2.65 -0.33 0.63
H 1.79 0.36 -2.12
H 0.95 1.79 -1.64
H 2.57 1.55 -0.88
H 0.43 0.77 0.94
H -1.04 -1.07 -1.02
H -1.69 -1.62 1.87
H -0.97 0.25 2.03
```

Output
SMILES: C[C@@H]1O[C@H]1CF
2S+1: 1

***

A molecular structure, C4H7FO in a non-equilibrium geometry. Source: the Open Molecules 2025 dataset; level of theory: wB97M-V/def2-TZVPD.

XYZ file:
```
13
C4H7FO (wB97M-V/def2-TZVPD)
C -1.37 0.49 -0.26
C -0.11 0.23 0.55
C 0.50 -1.19 0.25
C 1.14 0.58 -0.21
H -1.96 1.41 -0.03
H -0.91 0.55 -1.32
H -0.23 0.52 1.54
H 1.02 -1.54 1.13
H -0.34 -1.96 0.12
H 2.07 0.86 0.35
H 1.14 1.43 -0.93
O 1.24 -0.70 -0.85
F -2.19 -0.68 -0.35
```

Output
2S+1: 1

***

A single C4H7FS molecule in a non-equilibrium geometry. Source: the Open Molecules 2025 dataset; level of theory: wB97M-V/def2-TZVPD.

XYZ file:
```
13
C4H7FS (wB97M-V/def2-TZVPD)
C 0.62 1.53 0.28
C 0.45 0.01 0.22
C 1.52 -0.72 0.00
F 2.68 -0.24 -0.44
C -0.77 -0.73 0.62
S -2.13 0.07 -0.36
H -0.31 2.00 0.62
H 1.38 1.72 1.04
H 0.95 2.02 -0.70
H 1.58 -1.80 0.10
H -0.99 -0.68 1.66
H -0.59 -1.79 0.58
H -2.99 -1.01 -0.28
```

Output
SMILES: C/C(=C\F)CS
2S+1: 1

***

A single C4H7FS molecule in a non-equilibrium geometry. Source: the Open Molecules 2025 dataset; level of theory: wB97M-V/def2-TZVPD.

XYZ file:
```
13
C4H7FS (wB97M-V/def2-TZVPD)
F 2.11 -1.01 -1.73
C 1.67 -0.39 -0.62
C 0.19 -0.81 -0.39
C -0.49 0.12 0.57
C -1.80 0.76 0.76
S -0.72 2.02 0.20
H 1.59 0.79 -0.84
H 2.47 -0.50 0.19
H -0.29 -0.70 -1.36
H 0.12 -1.84 -0.04
H -0.02 0.12 1.53
H -2.22 0.90 1.73
H -2.62 0.53 -0.01
```

Output
SMILES: FCC[C@@H]1CS1
2S+1: 1

***

A single C4H7FS molecule in a non-equilibrium geometry. Source: the Open Molecules 2025 dataset; level of theory: wB97M-V/def2-TZVPD.

XYZ file:
```
13
C4H7FS (wB97M-V/def2-TZVPD)
C 0.75 1.29 -0.10
C 0.86 -0.17 0.16
F 2.04 -0.64 -0.35
C -0.28 -0.93 -0.37
C -1.54 -0.61 0.45
S -2.83 0.05 -0.30
H 1.66 1.77 0.19
H 0.50 1.41 -1.11
H -0.05 1.76 0.48
H 0.94 -0.43 1.25
H -0.46 -0.61 -1.38
H -0.11 -2.00 -0.43
H -1.49 -0.88 1.52
```

Output
SMILES: C[C@H](F)CC=S
2S+1: 1

***

These records have frontier orbital gap values of 9.277; 9.467; 9.568; 9.801; 10.984; 11.105; 10.036; 9.737; 8.496 eV, in the order they appear.
These records have DFT total energy values of -441.047952; -441.168354; -764.103492; -331.495955; -331.556080; -331.630418; -654.616262; -654.604378; -654.627320 hartree, in the order they appear.
These records have relative energy (zero: lowest compared OMol25 entry of this formula, charge and spin) values of 127.5; 52.0; 51.3; 133.9; 96.2; 49.5; 30.6; 38.0; 23.6 kcal/mol, in the order they appear.